# 1
Below is a cluster of 2 separate species, C20H24F3Si in total in a non-equilibrium geometry, with properties calculated with ωB97M-V with the def2-TZVPD basis set.

LUMO in eV: -6.56
Kohn-Sham gap in eV: 4.4
Net charge: +1
M in g mol⁻¹: 349.5

Element x y z (Å)
C  2.4326  -1.5026  3.0876
C  1.6656  -0.7498  2.0709
C  1.3720  0.5354  2.2039
C  0.5776  1.2968  1.2150
Si  -1.2503  1.4195  1.6502
C  -2.1618  2.4089  0.3489
C  -1.9746  -0.3011  1.7252
C  -1.4501  2.2607  3.3088
H  2.4675  -2.5744  2.8765
H  3.4620  -1.1438  3.1442
H  1.9890  -1.3815  4.0777
H  1.3400  -1.2629  1.1817
H  1.6902  1.0412  3.1000
H  0.9424  2.3207  1.1079
H  0.6374  0.8307  0.2300
H  -3.2180  2.4571  0.6000
H  -1.7658  3.4195  0.2980
H  -2.0520  1.9361  -0.6230
H  -3.0343  -0.2460  1.9579
H  -1.8471  -0.7962  0.7665
H  -1.4711  -0.8811  2.4935
H  -2.5029  2.3128  3.5721
H  -0.9215  1.7013  4.0754
H  -1.0473  3.2690  3.2661
F  -0.8148  -2.9765  -2.6753
C  -1.0231  -3.4244  -1.4148
C  -2.2953  -3.3855  -0.8732
C  -2.5210  -3.8255  0.4182
F  -3.7652  -3.7784  0.9457
C  -1.4715  -4.3152  1.1593
C  -0.1632  -4.3879  0.6412
C  0.8317  -4.9305  1.4946
C  2.1993  -5.2637  1.3274
C  2.8585  -5.8273  2.4419
C  4.1773  -6.1961  2.3863
C  4.8956  -6.0180  1.2219
C  4.2844  -5.4746  0.1022
F  4.9966  -5.3033  -1.0372
C  2.9588  -5.1089  0.1500
C  0.0286  -3.9135  -0.6717
H  -3.1153  -3.0113  -1.4567
H  -1.6757  -4.6588  2.1570
H  0.4556  -5.1554  2.4794
H  2.3021  -5.9777  3.3507
H  4.6517  -6.6278  3.2505
H  5.9309  -6.2961  1.1637
H  2.5287  -4.7221  -0.7514
H  0.9961  -3.8865  -1.1257

Löwdin atomic charge list, values in e, 4 entries:
1. C -0.109
2. C -0.198
3. C -0.191
4. C -0.258

=====

# 2
Below is the molecule C3H5N3 in a non-equilibrium geometry, with properties calculated with ωB97M-V with the def2-TZVPD basis set.

LUMO in eV: 0.82
Kohn-Sham gap in eV: 8.5
Net charge: 0
M in g mol⁻¹: 83.1

Element x y z (Å)
C  0.3184  -0.1218  -0.4858
C  0.8847  0.8268  1.9376
C  -0.1799  -0.3602  -1.7857
N  0.5020  0.3168  0.6397
N  0.3136  0.5709  3.0107
N  -1.2993  -1.1162  -2.1930
H  1.7273  1.6694  1.8142
H  0.3719  0.1339  -2.6718
H  0.5414  1.0991  3.8277
H  -2.1180  -0.9499  -1.6307
H  -1.0622  -2.0688  -2.4630

Löwdin atomic charge list, values in e, 4 entries:
1. C -0.041
2. C -0.308
3. C -0.253
4. N 0.111

=====

# 3
Below is the ion C9H14N5 with charge +1 in a non-equilibrium geometry, with properties calculated with ωB97M-V with the def2-TZVPD basis set.

LUMO in eV: -4.09
Kohn-Sham gap in eV: 6.7
Net charge: +1
M in g mol⁻¹: 192.2

Element x y z (Å)
C  2.9292  0.2806  1.2259
C  1.4055  -0.7516  0.0663
C  -1.6118  0.2862  0.3926
C  0.7480  2.2045  -1.4678
C  -1.2272  1.4342  -0.3050
C  0.2354  -1.2205  -0.3770
C  -2.0761  2.6311  -0.1477
C  0.0037  -1.9512  -1.6981
C  -1.4662  -1.8234  1.4360
N  1.5466  0.0178  1.1616
N  3.5736  -0.1570  0.2067
N  -0.0960  1.6486  -0.8925
N  2.6296  -0.6762  -0.5930
N  -0.9358  -0.9403  0.4687
H  3.2923  0.9391  1.9743
H  -2.2603  0.3923  1.2432
H  1.5094  2.5675  -2.0570
H  -1.6488  3.4614  0.3989
H  -2.9319  2.3723  0.4181
H  -2.4989  3.0439  -1.1055
H  -0.5857  -2.8452  -1.6248
H  1.0308  -2.2518  -2.0135
H  -0.6231  -1.2647  -2.3323
H  -2.3361  -1.4207  1.9227
H  -1.8455  -2.7725  1.0468
H  -0.6287  -2.0155  2.2202
H  3.0288  -1.1229  -1.4717
H  0.8390  -0.0662  1.9038

Löwdin atomic charge list, values in e, 4 entries:
1. C -0.140
2. C -0.320
3. C 0.065
4. C 0.312

=====

# 4
Below is a structure of composition C27H16Br6F3NO6Rh in a non-equilibrium geometry, with properties calculated with ωB97M-V with the def2-TZVPD basis set.

LUMO (alpha / beta) in eV: 1.65 / 1.08
Kohn-Sham gap (alpha / beta) in eV: 6.5 / 6.3
Expectation value of S²: 6.023
Multiplicity: 5
Net charge: -1
M in g mol⁻¹: 1089.8

Element x y z (Å)
Rh  0.1794  0.1035  -0.0993
Br  -0.3817  4.5794  2.6923
C  0.5822  3.0227  3.1512
C  1.1574  2.9421  4.4064
C  1.9566  1.8727  4.7351
Br  2.6964  1.7846  6.4969
C  2.2262  0.8572  3.8015
C  3.1118  -0.2167  4.0060
C  3.2932  -1.1416  3.0142
C  2.5693  -1.0252  1.8196
N  1.7312  -0.0395  1.6099
C  1.5618  0.9127  2.5441
C  0.6910  2.0094  2.1811
O  0.0883  2.0337  1.0716
H  0.9699  3.7280  5.1213
H  3.6450  -0.2883  4.9443
H  3.9845  -1.9581  3.1468
H  2.6859  -1.7514  1.0270
Br  3.4212  -3.0120  -5.5834
C  2.1921  -2.5941  -4.2267
C  0.8784  -3.0802  -4.3092
Br  0.3730  -4.1664  -5.7542
C  -0.0327  -2.7805  -3.3237
Br  -1.7976  -3.4196  -3.3714
C  0.2962  -1.9561  -2.2275
O  -0.5346  -1.6413  -1.3387
C  1.6796  -1.4677  -2.1259
O  2.0094  -0.7591  -1.1407
C  2.5834  -1.8337  -3.1471
Br  4.3461  -1.2014  -2.9659
C  -3.9096  4.9889  2.2242
C  -3.4959  3.5529  2.2303
C  -3.2296  2.9005  3.4308
C  -2.7551  1.6042  3.4637
C  -2.4634  0.9706  4.7936
C  -2.5086  0.9238  2.2507
C  -1.8016  -0.3341  2.3052
O  -1.1537  -0.8871  1.4147
C  -2.8359  1.5526  1.0251
C  -2.6653  0.8495  -0.2725
C  -3.3281  2.8481  1.0453
H  -4.0063  5.3677  3.2386
H  -4.8516  5.1238  1.6953
H  -3.1474  5.5786  1.7168
H  -3.3561  3.4388  4.3599
H  -2.7281  1.6498  5.5993
H  -1.4070  0.7251  4.8977
H  -3.0431  0.0567  4.9192
H  -1.7882  -0.8182  3.2954
H  -3.0767  -0.1598  -0.2451
H  -1.5637  0.7443  -0.4852
H  -3.0990  1.4108  -1.0983
H  -3.5538  3.3276  0.1047
F  -0.9773  3.3126  -3.3756
C  -0.5534  2.2621  -4.0936
F  0.2963  2.7480  -5.0169
F  -1.6334  1.8128  -4.7622
C  0.1119  1.0982  -3.2178
O  0.4394  0.1087  -3.8527
O  0.1900  1.3889  -2.0162

Löwdin atomic charge list, values in e, 4 entries:
1. Rh 1.218
2. Br 0.853
3. C -0.590
4. C -0.192

=====

# 5
Below is a cluster of 13 separate species, C34H63N13O7 in total in a non-equilibrium geometry, with properties calculated with ωB97M-V with the def2-TZVPD basis set.

LUMO in eV: -4.06
Kohn-Sham gap in eV: 5.0
Net charge: 0
M in g mol⁻¹: 766.0

Element x y z (Å)
C  -0.7104  -3.0777  -4.7728
C  -0.1139  -2.3080  -3.5405
C  1.4006  -2.5956  -3.4753
C  2.2150  -1.8797  -4.5348
C  2.0699  -0.3607  -4.3396
C  0.6444  0.1346  -4.5422
N  -0.3346  -0.8563  -3.8125
O  -1.5798  -0.4124  -3.5770
C  0.2756  0.1336  -6.0015
C  0.4276  1.4648  -3.9277
C  -0.8202  -2.7435  -2.3002
H  -0.2031  -3.0586  -5.7434
H  -1.7450  -2.7906  -4.9982
H  -0.8163  -4.1246  -4.4627
H  1.5302  -3.6803  -3.6499
H  1.7336  -2.3405  -2.4829
H  1.7614  -2.1560  -5.4844
H  3.2689  -2.1757  -4.4595
H  2.6872  0.1165  -5.0935
H  2.4209  -0.0754  -3.3483
H  0.5661  -0.7194  -6.6209
H  0.6443  0.9884  -6.5239
H  -0.7989  0.2116  -6.1943
H  1.2975  2.1007  -4.1533
H  0.4937  1.4570  -2.8296
H  -0.4314  2.0250  -4.3359
H  -1.9047  -2.8545  -2.3664
H  -0.5262  -2.1544  -1.4291
H  -0.4446  -3.7430  -2.0844
N  0.0463  0.2182  0.1899
O  -0.8398  -0.3933  0.8106
O  0.1499  0.1212  -1.0595
O  0.8268  1.0159  0.7670
C  -4.1010  -3.9913  2.5209
C  -4.9700  -3.7118  3.6442
N  -5.6613  -3.5108  4.5586
H  -4.5713  -4.7096  1.8649
H  -3.1360  -4.3693  2.8800
H  -3.9046  -3.0814  1.9517
C  3.4931  1.9589  3.0283
C  4.6525  1.2487  2.6309
N  5.5899  0.6152  2.3006
H  2.5854  1.5757  2.5401
H  3.5972  2.9712  2.6491
H  3.3494  1.9779  4.1066
C  3.4891  4.8491  -0.5312
C  3.0135  5.9213  0.3646
N  2.7024  6.7708  1.0417
H  4.5331  4.9787  -0.8584
H  2.7961  4.7149  -1.3649
H  3.4059  3.9336  0.0728
C  -1.8026  2.7679  -0.5299
C  -0.6076  3.5086  -0.8735
N  0.3639  4.0709  -1.1680
H  -1.9516  1.8325  -1.1040
H  -2.6320  3.4328  -0.7486
H  -1.8010  2.5560  0.5536
C  -0.3203  -4.1628  1.7030
C  0.8702  -4.0019  0.9103
N  1.8292  -3.9221  0.2522
H  -1.0252  -4.9124  1.3693
H  -0.8880  -3.2485  1.8126
H  0.0319  -4.4127  2.7239
C  -2.0264  0.0859  3.6217
C  -1.8385  -1.3395  3.8010
N  -1.6481  -2.4447  4.0470
H  -2.1129  0.6673  4.5188
H  -2.9048  0.2401  3.0012
H  -1.1942  0.5058  3.0303
C  -4.7932  2.9365  3.2374
C  -4.6646  3.8125  2.0609
N  -4.5961  4.5336  1.1876
H  -5.8548  2.7007  3.3897
H  -4.4738  3.4800  4.1137
H  -4.2180  2.0215  3.1882
C  0.5381  4.5124  2.3863
C  -0.6964  3.8506  2.8354
N  -1.6219  3.2524  3.1671
H  1.1593  4.5009  3.2885
H  0.5074  5.5333  2.0292
H  0.9944  3.8582  1.6415
C  3.4138  -1.2263  4.9799
O  3.8903  -1.2595  6.1018
N  2.0996  -1.0214  4.6362
C  1.6396  -1.2664  3.2857
C  1.1784  -0.6849  5.6780
H  4.0500  -1.3813  4.0777
H  1.0260  -2.1821  3.2264
H  2.4225  -1.3790  2.5395
H  1.0666  -0.3953  2.9365
H  1.7398  -0.3718  6.5415
H  0.6159  0.2037  5.3547
H  0.4658  -1.4775  5.8761
C  -3.6748  -1.3666  -0.7336
O  -3.5671  -2.5844  -0.6543
N  -4.7291  -0.7244  -1.3114
C  -4.8255  0.6893  -1.3329
C  -5.6780  -1.4708  -2.1076
H  -2.9509  -0.6599  -0.2744
H  -4.8214  1.2508  -2.2949
H  -4.0368  1.1211  -0.7036
H  -5.7672  1.0019  -0.8278
H  -5.7162  -1.2033  -3.1762
H  -5.5014  -2.5175  -1.9870
H  -6.6307  -1.2006  -1.6395
C  3.5092  1.1191  -1.4229
O  3.9430  2.1560  -1.9767
N  4.1842  0.0510  -1.0973
C  3.5516  -0.9231  -0.3001
C  5.6178  0.0626  -1.0675
H  2.4616  1.1065  -1.1418
H  3.8240  -0.8062  0.7555
H  3.9941  -1.8812  -0.5733
H  2.4782  -0.9375  -0.4876
H  5.9100  1.0592  -1.4135
H  6.0393  -0.1851  -0.0896
H  6.1008  -0.5602  -1.8462

Löwdin atomic charge list, values in e, 4 entries:
1. C 0.011
2. C -0.447
3. C -0.121
4. C -0.147

=====

# 6
Below is the molecule C2H3F3N2 in a non-equilibrium geometry, with properties calculated with ωB97M-V with the def2-TZVPD basis set.

LUMO (alpha / beta) in eV: 0.65 / -3.03
Kohn-Sham gap (alpha / beta) in eV: 5.9 / 7.8
Expectation value of S²: 2.006
Multiplicity: 3
Net charge: 0
M in g mol⁻¹: 112.1

Element x y z (Å)
C  -0.4213  -0.5708  -0.1128
C  -2.7299  0.1547  -0.2229
N  -0.0644  -0.8040  1.1125
N  -1.5119  -0.2303  -0.7118
F  -2.7018  1.5453  -0.1115
F  -3.7486  -0.0365  -1.0642
F  -3.1382  -0.3740  0.9313
H  0.8641  -1.1649  1.2893
H  0.2014  -0.8360  -0.9058
H  -0.5417  -0.5885  1.9001

Löwdin atomic charge list, values in e, 4 entries:
1. C -0.338
2. C -0.690
3. N 0.171
4. N 0.212